# 1
The following is a quantum chemistry calculation of a cluster of 3 separate species, C37H59BF4N3O9 in total at a distorted geometry, from the Open Molecules 2025 dataset.

The total energy comes out at -2710.92618 Ha. Its net charge is -1.

Element x y z (Å)
1 C 6.7601 -3.0182 -2.0209
2 C 5.8065 -2.8904 -3.2293
3 C 6.0267 -1.6087 -4.0237
4 C 5.6077 -0.3460 -3.2672
5 C 4.0979 -0.2504 -3.0953
6 C 3.3722 0.0012 -4.4338
7 C 2.2892 1.0969 -4.3277
8 C 1.0142 0.7135 -5.0986
9 C -0.1405 1.6334 -4.7038
10 C -1.4278 1.2888 -5.4677
11 C -2.7773 1.4490 -4.7276
12 C -2.8449 2.5183 -3.6313
13 C -2.9282 2.0458 -2.1518
14 C -2.3754 0.6584 -1.7774
15 C -1.9228 0.6440 -0.2984
16 C -2.4762 -0.5347 0.5226
17 C -1.4373 -1.6073 0.8875
18 C -1.1741 -1.6435 2.3992
19 F -0.1423 -2.4323 2.7167
20 F -2.2608 -2.1472 3.0651
21 C -0.8816 -0.2192 2.9525
22 F -1.9671 0.2037 3.6900
23 F 0.1762 -0.1830 3.7769
24 O -0.1909 -1.4637 0.3195
25 B 0.2484 -2.6630 -0.4530
26 O 1.6274 -3.0054 0.0124
27 C 0.2892 -2.4565 -2.0884
28 O -0.5901 -3.3052 -2.8388
29 C -0.1065 -4.6090 -2.9774
30 C -1.1966 -5.6353 -2.6675
31 O -1.2960 -6.6065 -3.7182
32 C -2.5124 -6.5122 -4.4214
33 C -2.6201 -5.2101 -5.2409
34 O -0.6411 -3.7079 0.0897
35 C -1.8438 -3.0952 0.4373
36 N -2.7501 -3.1800 -0.7248
37 H 7.5100 -3.7718 -2.2509
38 H 7.2842 -2.0882 -1.8313
39 H 6.2241 -3.3523 -1.1406
40 H 5.9743 -3.7382 -3.8903
41 H 4.7824 -2.9703 -2.8762
42 H 5.4749 -1.6347 -4.9620
43 H 7.0872 -1.5374 -4.2724
44 H 6.0861 -0.3221 -2.2884
45 H 5.9674 0.5292 -3.8085
46 H 3.8345 0.5132 -2.3704
47 H 3.7281 -1.1971 -2.7179
48 H 2.8734 -0.8999 -4.7718
49 H 4.1002 0.3226 -5.1763
50 H 2.0135 1.2932 -3.2939
51 H 2.6390 2.0368 -4.7548
52 H 0.7700 -0.3165 -4.8602
53 H 1.2045 0.8509 -6.1613
54 H -0.2525 1.6429 -3.6241
55 H 0.1654 2.6438 -4.9787
56 H -1.3354 0.2962 -5.9007
57 H -1.4678 1.9619 -6.3240
58 H -3.4908 1.7510 -5.4928
59 H -3.1306 0.4800 -4.3872
60 H -3.7639 3.0738 -3.8117
61 H -2.0529 3.2549 -3.7222
62 H -2.3659 2.7673 -1.5593
63 H -3.9485 2.1287 -1.7891
64 H -3.2053 -0.0463 -1.8356
65 H -1.6252 0.2859 -2.4633
66 H -0.8444 0.7182 -0.2009
67 H -2.3460 1.5441 0.1495
68 H -2.8829 -0.1354 1.4528
69 H -3.3267 -0.9813 0.0251
70 H -0.7698 0.5131 2.1592
71 H 2.1814 -2.2422 -0.1633
72 H 1.3145 -2.6758 -2.4111
73 H 0.1121 -1.4166 -2.3770
74 H 0.7575 -4.8068 -2.3433
75 H 0.2142 -4.7778 -4.0115
76 H -2.1457 -5.1290 -2.5182
77 H -0.9798 -6.1407 -1.7310
78 H -2.5780 -7.3517 -5.1058
79 H -3.3351 -6.5365 -3.7055
80 H -1.6426 -4.8053 -5.4646
81 H -3.1913 -5.3634 -6.1533
82 H -3.1596 -4.4669 -4.6596
83 H -2.3106 -3.7138 1.2019
84 H -3.7228 -3.1644 -0.4309
85 H -2.6337 -2.3813 -1.3397
86 C -0.8267 4.0386 5.4294
87 C -1.0334 5.4076 5.3227
88 C -1.5569 5.9421 4.1578
89 C -1.8687 5.0896 3.1141
90 C -1.6640 3.7250 3.2016
91 C -1.1389 3.1960 4.3708
92 N -2.4433 5.6510 1.8816
93 O -2.5943 6.8577 1.8268
94 O -2.7369 4.8798 0.9910
95 H -0.4205 3.6261 6.3399
96 H -0.7852 6.0593 6.1499
97 H -1.7185 7.0059 4.0689
98 H -1.9109 3.0754 2.3738
99 H -0.9851 2.1313 4.4472
100 C -0.4876 2.4080 11.9475
101 C -0.2387 3.7556 12.1723
102 C 0.2827 4.5438 11.1600
103 C 0.5444 3.9655 9.9320
104 C 0.3086 2.6244 9.6913
105 C -0.2111 1.8430 10.7101
106 N 1.0784 4.8019 8.8457
107 O 1.2934 5.9733 9.0853
108 O 1.2647 4.2684 7.7699
109 H -0.8995 1.7962 12.7392
110 H -0.4538 4.1936 13.1372
111 H 0.4780 5.5922 11.3292
112 H 0.5235 2.1891 8.7265
113 H -0.4029 0.7933 10.5367

***

# 2
The following is a quantum chemistry calculation of an isolated molecule of C4H7N3O at a distorted geometry, from the Open Molecules 2025 dataset.

The calculation puts the relative energy (zero: lowest compared OMol25 entry of this formula, charge and spin) at 644.9 kJ/mol. Its SMILES is [H]/N=C\NN1C[C@H]1C=O.

Element x y z (Å)
1 C -1.6952 -0.8931 1.1435
2 C -0.2691 1.2297 -1.3369
3 C 0.7649 0.0087 -1.4747
4 C 1.9903 0.1753 -0.7070
5 H -0.6995 -0.5936 2.5888
6 H -2.5442 -1.2560 0.5774
7 H 0.2963 0.1747 1.0768
8 H 0.1875 2.0568 -0.7270
9 H -0.7810 1.2786 -2.4011
10 H 0.9461 -0.1734 -2.5930
11 H 3.2133 -0.0304 -1.0070
12 N -1.5577 -1.3246 2.2899
13 N -0.6059 -0.1626 0.4571
14 N -0.6704 0.0739 -0.9021
15 O 1.8093 0.6641 0.4778

***

# 3
The following is a quantum chemistry calculation of a structure of composition C4H5NO, from the Open Molecules 2025 dataset.

The calculation puts the relative energy (zero: lowest compared OMol25 entry of this formula, charge and spin) at 218.3 kJ/mol.

Element x y z (Å)
1 C -1.5051 -0.1078 0.0236
2 C -0.0447 -0.2259 0.0351
3 C 0.7659 -1.2747 0.1847
4 O 1.9875 -0.6497 0.0827
5 N 1.6566 1.7461 -0.2715
6 C 1.1457 0.6248 -0.1005
7 H -1.8574 -1.1263 0.1833
8 H -1.8813 0.5267 0.8269
9 H -1.8923 0.2539 -0.9298
10 H 0.5792 -2.3383 0.3499
11 H 1.0460 2.5712 -0.3843

***

# 4
The following is a quantum chemistry calculation of an isolated molecule of CH3ClN2O2 at a distorted geometry, from the Open Molecules 2025 dataset.

The calculation puts the relative energy (zero: lowest compared OMol25 entry of this formula, charge and spin) at 220.6 kJ/mol. Its SMILES is O=[N+]([O-])CNCl.

Element x y z (Å)
1 C -0.6698 0.0565 -0.0853
2 N -0.2360 0.1318 1.2330
3 N 0.5223 0.0867 -1.1142
4 O 1.6075 0.3583 -0.6191
5 O 0.3810 -0.1361 -2.3027
6 Cl 0.5259 -1.4593 1.7598
7 H -1.4731 -0.7172 -0.1699
8 H -1.3054 0.9160 -0.0673
9 H 0.6475 0.7634 1.3657

***

# 5
The following is a quantum chemistry calculation of a cluster of 2 separate species, FHN2O2S in total at a distorted geometry, from the Open Molecules 2025 dataset.

The calculation puts the relative energy (zero: lowest compared OMol25 entry of this formula, charge and spin) at 527.8 kJ/mol.

Element x y z (Å)
1 N -2.2694 -1.2226 0.4079
2 N -0.9287 -0.8394 0.2253
3 O -2.5518 -2.3563 0.4498
4 O -3.0642 -0.3240 0.5927
5 F -1.3961 -1.6567 -1.6706
6 S -0.6181 0.6481 0.0881
7 H 0.6468 0.4251 0.7815

***

# 6
The following is a quantum chemistry calculation of a structure of composition C16H9CdF8IN4O4S2, from the Open Molecules 2025 dataset.

The calculation puts the relative energy (zero: lowest compared OMol25 entry of this formula, charge and spin) at 0.0 kJ/mol.

Element x y z (Å)
1 Cd 0.0334 -0.0515 0.1654
2 F -0.8860 -4.6681 -2.7870
3 C -1.0567 -3.3400 -2.6632
4 C -0.5506 -2.6910 -1.5552
5 C -0.7286 -1.3204 -1.4217
6 C -1.4293 -0.6006 -2.4077
7 C -1.8936 -1.3142 -3.5119
8 F -2.5310 -0.6915 -4.5329
9 C -1.7278 -2.6734 -3.6650
10 C -1.6433 0.8779 -2.2477
11 C -2.5305 1.6251 -3.0265
12 C -2.6568 2.9849 -2.8192
13 C -1.9028 3.6108 -1.8394
14 C -1.0651 2.8172 -1.0876
15 N -0.9430 1.5023 -1.2809
16 H -0.0235 -3.2785 -0.8146
17 H -2.1067 -3.1832 -4.5383
18 H -3.1245 1.1413 -3.7811
19 H -3.3501 3.5549 -3.4243
20 H -1.9695 4.6720 -1.6489
21 H -0.4664 3.2389 -0.2890
22 F -1.0674 2.2005 2.2907
23 C -0.0585 1.7497 3.0336
24 F -0.0531 2.3296 4.2135
25 F 1.0753 2.0791 2.3853
26 S -0.1236 -0.1286 3.2066
27 O -1.0527 -0.5298 2.1303
28 O 1.2457 -0.5254 2.9644
29 N -0.5740 -0.4365 4.6518
30 S -2.1371 -0.1649 5.0508
31 O -2.2548 -0.2909 6.4643
32 O -2.6587 0.9804 4.3618
33 C -3.0628 -1.6449 4.3584
34 F -3.8711 -2.1235 5.2920
35 F -3.7904 -1.2635 3.3124
36 F -2.2267 -2.6134 3.9843
37 I 5.8703 1.2995 -1.9168
38 C 4.2994 0.8310 -0.6875
39 C 4.3480 0.5480 0.6615
40 N 3.0924 0.2962 1.0525
41 N 2.2293 0.3982 0.0337
42 C 2.9481 0.7162 -1.0349
43 H 5.1748 0.5081 1.3497
44 H 2.7264 0.0458 1.9663
45 H 2.4754 0.8465 -1.9949

***

# 7
The following is a quantum chemistry calculation of an isolated molecule of C19H21N3O2S2 at a distorted geometry, from the Open Molecules 2025 dataset.

The calculation puts the relative energy (zero: lowest compared OMol25 entry of this formula, charge and spin) at 82.4 kJ/mol. Its SMILES is Cc1ccc(-n2c(Cc3cccs3)nnc2SCC(=O)OC(C)C)cc1.

Element x y z (Å)
1 C -3.5381 -3.8717 -0.0645
2 C -2.8661 -2.5473 0.1257
3 C -2.1839 -1.9302 -0.9140
4 C -1.5822 -0.6986 -0.7387
5 C -1.6654 -0.0662 0.4934
6 C -2.3258 -0.6780 1.5506
7 C -2.9203 -1.9089 1.3604
8 H -3.4376 -2.3834 2.1815
9 H -2.3706 -0.1871 2.5115
10 N -1.0966 1.2122 0.6639
11 C 0.2183 1.5706 0.5476
12 N 0.3663 2.8525 0.7415
13 N -0.8530 3.3672 0.9670
14 C -1.7264 2.4057 0.9278
15 C -3.1984 2.5548 1.0903
16 C -3.9422 1.7732 0.0578
17 C -4.8963 0.8228 0.2437
18 C -5.3555 0.2535 -0.9657
19 C -4.7415 0.7795 -2.0530
20 S -3.5932 1.9867 -1.6273
21 H -4.8894 0.5394 -3.0867
22 H -6.1070 -0.5136 -1.0157
23 H -5.2606 0.5321 1.2130
24 H -3.4170 3.6231 1.0131
25 H -3.5056 2.2152 2.0838
26 S 1.4716 0.4149 0.2136
27 C 2.8860 1.5732 0.2466
28 C 3.9857 0.9802 -0.6075
29 O 4.0567 1.0929 -1.8013
30 O 4.8408 0.3010 0.1479
31 C 5.9333 -0.3676 -0.5111
32 C 7.0877 0.6090 -0.7029
33 H 6.7731 1.4387 -1.3312
34 H 7.9210 0.1034 -1.1821
35 H 7.4120 0.9969 0.2601
36 C 6.3155 -1.5541 0.3609
37 H 5.4573 -2.2048 0.5074
38 H 7.1114 -2.1191 -0.1151
39 H 6.6570 -1.2049 1.3318
40 H 5.5734 -0.7066 -1.4910
41 H 3.2095 1.6879 1.2792
42 H 2.5241 2.5142 -0.1638
43 H -1.0599 -0.2191 -1.5523
44 H -2.1256 -2.4138 -1.8778
45 H -4.6137 -3.7713 0.0770
46 H -3.1735 -4.5920 0.6662
47 H -3.3550 -4.2625 -1.0617

***

# 8
The following is a quantum chemistry calculation of an isolated molecule of C3H4N4O at a distorted geometry, from the Open Molecules 2025 dataset.

The calculation puts the relative energy (zero: lowest compared OMol25 entry of this formula, charge and spin) at 325.4 kJ/mol. Its SMILES is [H]/N=C/n1cno/c1=N/[H].

Element x y z (Å)
1 C -0.8540 -0.0054 0.8769
2 C -0.1260 1.0793 -1.1718
3 C 1.1769 -0.6980 -0.4607
4 H -2.3027 0.3772 2.0471
5 H -0.7148 -0.9607 1.5715
6 H -0.7643 1.8563 -1.4490
7 H 0.9937 -2.0205 0.7871
8 N -1.7868 0.8731 1.2315
9 N 0.1706 0.2717 -0.0403
10 N 0.8901 1.0209 -1.9576
11 N 1.5460 -1.7951 0.0164
12 O 1.7714 0.0013 -1.4511

***

# 9
The following is a quantum chemistry calculation of the ion C7H8 with charge -1 at a distorted geometry, from the Open Molecules 2025 dataset.

The multiplicity is 2. The calculation puts the relative energy (zero: lowest compared OMol25 entry of this formula, charge and spin) at 57.0 kJ/mol. Its expectation value of S² is 0.762. Its net charge is -1.

Element x y z (Å)
1 C 0.7824 1.8981 1.2461
2 C -0.6564 0.8694 -0.5184
3 C 0.2981 0.7176 0.4876
4 C 0.9398 -0.5496 0.6076
5 C 0.1467 -1.6710 0.1664
6 C -0.6587 -1.5388 -0.9661
7 C -1.0406 -0.2319 -1.3202
8 H 1.7092 1.7773 1.8056
9 H 0.7615 2.8787 0.7625
10 H 0.0061 2.0312 2.0326
11 H -0.9178 1.8871 -0.7760
12 H 1.8943 -0.6854 1.1053
13 H 0.3714 -2.5761 0.7352
14 H -1.1114 -2.4533 -1.3466
15 H -1.5164 0.0065 -2.2701

***

# 10
The following is a quantum chemistry calculation of a structure of composition C29H56Br6HgN3O3 at a distorted geometry, from the Open Molecules 2025 dataset.

The calculation puts the relative energy (zero: lowest compared OMol25 entry of this formula, charge and spin) at 423.1 kJ/mol. Its net charge is -1.

Element x y z (Å)
1 Hg -6.3873 23.8874 9.1472
2 C -5.0526 22.6867 6.2167
3 C -6.5439 22.7102 5.7863
4 C -6.9970 21.2520 6.0759
5 C -8.5264 21.0400 6.1006
6 C -9.3635 21.9365 7.0229
7 C -8.9651 23.4390 6.7444
8 N -7.4407 23.5781 6.5981
9 O -6.9443 24.9053 7.0111
10 C -9.5161 24.1579 8.0397
11 C -9.7460 23.7908 5.4830
12 C -6.5900 22.8572 4.2466
13 H -4.9223 22.4962 7.2820
14 H -4.4311 23.5540 5.9937
15 H -4.5750 21.8930 5.6421
16 H -6.4786 20.8774 6.9586
17 H -6.6596 20.6294 5.2472
18 H -8.7470 19.9802 6.2280
19 H -9.0646 21.2397 5.1740
20 H -9.1752 21.6139 8.0469
21 H -10.4159 21.6707 6.9242
22 H -10.5951 24.2592 7.9231
23 H -9.2026 25.1967 8.1429
24 H -9.4108 23.7141 9.0297
25 H -9.5367 24.8074 5.1501
26 H -10.8020 23.5380 5.5776
27 H -9.3084 23.1690 4.7020
28 H -5.9106 22.1498 3.7711
29 H -6.3436 23.8852 3.9806
30 H -7.6100 22.8711 3.8625
31 C -5.0263 19.1565 9.7476
32 C -6.3807 19.4060 10.4525
33 C -6.4965 18.1811 11.4582
34 C -7.4794 18.3673 12.5463
35 C -7.2312 19.5609 13.3497
36 C -7.1241 20.8651 12.5736
37 N -6.2707 20.6783 11.3328
38 O -6.0325 21.8776 10.5045
39 C -6.5684 21.8314 13.6604
40 C -8.5602 21.3516 12.1395
41 C -7.4689 19.3424 9.4105
42 H -4.7983 19.6050 8.7807
43 H -4.7494 18.1023 9.7424
44 H -4.3482 19.6584 10.4378
45 H -5.5477 17.9558 11.9451
46 H -6.7764 17.2507 10.9642
47 H -7.5606 17.5053 13.2084
48 H -8.4378 18.4078 12.0288
49 H -6.4126 19.4178 14.0551
50 H -8.1648 19.5919 13.9113
51 H -7.3720 22.1044 14.3443
52 H -6.3259 22.8090 13.2438
53 H -5.7721 21.4702 14.3112
54 H -9.0731 21.6651 13.0487
55 H -9.2487 20.5991 11.7549
56 H -8.5477 22.2975 11.5981
57 H -8.2918 18.7234 9.7681
58 H -7.2397 19.0689 8.3805
59 H -7.8645 20.3410 9.2249
60 C -3.6035 26.2703 9.0001
61 C -4.4364 26.8467 10.1857
62 C -5.2577 27.9819 9.4644
63 C -6.3138 28.5919 10.4016
64 C -7.3893 27.5717 10.9400
65 C -6.6753 26.2238 11.4984
66 N -5.4686 25.8446 10.6840
67 O -4.9655 24.6084 11.0889
68 C -7.7274 25.0751 11.5785
69 C -6.1849 26.5848 12.9421
70 C -3.5688 27.4720 11.2376
71 H -4.2635 25.7378 8.3153
72 H -2.8916 25.6966 9.5935
73 H -3.0186 27.0547 8.5198
74 H -5.8239 27.5010 8.6668
75 H -4.6168 28.7097 8.9668
76 H -6.9883 29.2439 9.8465
77 H -5.8899 29.2035 11.1981
78 H -8.1717 27.4000 10.2008
79 H -7.9507 28.1590 11.6666
80 H -8.0565 24.8876 10.5564
81 H -8.5058 25.3267 12.2988
82 H -7.2316 24.1576 11.8955
83 H -6.0756 27.6642 13.0469
84 H -5.2686 26.1591 13.3511
85 H -6.8904 26.1261 13.6349
86 H -2.5847 27.5838 10.7824
87 H -3.4766 26.7018 12.0034
88 H -3.9009 28.3973 11.7082
89 C -10.3698 28.1376 6.1490
90 Br -11.8855 28.3217 7.3623
91 Br -8.6925 28.3143 7.1772
92 Br -10.3594 29.4726 4.6851
93 H -10.3640 27.1506 5.6865
94 C -9.9825 16.8300 7.6728
95 Br -11.1232 16.2406 6.1708
96 Br -8.0667 16.5172 7.1076
97 Br -10.3520 15.9499 9.3944
98 H -10.0443 17.9080 7.8219

***

# 11
The following is a quantum chemistry calculation of an isolated molecule of C4H9OP at a distorted geometry, from the Open Molecules 2025 dataset.

The calculation puts the relative energy (zero: lowest compared OMol25 entry of this formula, charge and spin) at 137.4 kJ/mol. Its SMILES is CC(=O)[C@H](C)P.

Element x y z (Å)
1 C 1.1922 -1.1229 0.2407
2 C -0.0151 -1.8291 0.8172
3 C -0.0310 1.1072 0.5022
4 C 1.0241 0.3022 -0.2096
5 O 2.2367 -1.7217 0.1879
6 P 0.3192 0.0189 -2.2143
7 H -0.8792 -1.5332 0.2559
8 H -0.3769 -1.4449 1.7066
9 H 0.1236 -2.9592 1.0224
10 H -0.8307 0.5004 0.8041
11 H 0.5392 1.7618 1.2714
12 H -0.4443 1.8806 -0.1386
13 H 1.9655 0.7242 -0.2232
14 H 0.7442 1.3913 -2.6539
15 H -1.0933 0.5859 -1.8608

***

# 12
The following is a quantum chemistry calculation of a cluster of 3 separate species, C2H10N2O3 in total at a distorted geometry, from the Open Molecules 2025 dataset.

The multiplicity is 2. The calculation puts the relative energy (zero: lowest compared OMol25 entry of this formula, charge and spin) at 142.6 kJ/mol. Its expectation value of S² is 0.750. Its net charge is -1.

Element x y z (Å)
1 O 2.2125 -1.2099 0.9978
2 C 1.0609 -1.1352 0.6556
3 N 0.4509 -0.0292 0.1232
4 C 1.5138 0.9946 -0.4529
5 N 0.7831 2.0086 -1.1314
6 H 0.3578 -1.9761 0.7989
7 H -0.4907 -0.0239 -0.2630
8 H 2.1800 1.1191 0.2798
9 H 2.1701 0.3849 -1.1526
10 H 1.0846 2.2476 -2.0433
11 H 0.5487 2.8173 -0.5285
12 H -1.5588 -1.1359 -2.6628
13 H -2.7469 -0.3092 -2.1218
14 O -2.0996 -1.0291 -1.9673
15 H -1.1815 -1.1004 3.5182
16 H -2.5655 -0.6038 3.1264
17 O -1.7191 -1.0193 2.8237